Here is C34H42BF8HfN4O2 as an isolated structure from the OMol25 dataset. Energies are from the ωB97M-V functional and the def2-TZVPD basis.

The value obtained for the total energy is -69715.298 eV. The spin multiplicity is 1. Its LUMO energy is -0.097 Eh. Its net charge is +1.

XYZ file:
```
92
Properties=species:S:1:pos:R:3:forces:R:3
Hf -0.407123 -0.179060 1.502087 -0.27 0.26 0.01
C -0.930889 2.761723 3.615950 0.05 -0.01 0.06
C -2.084953 2.636516 2.640812 0.00 -0.03 -0.07
N -1.855459 1.761556 1.439172 0.11 0.03 0.00
C -1.505498 2.607922 0.231318 -0.01 -0.05 0.01
C -0.324248 3.553423 0.336256 0.05 -0.01 0.00
C -3.182563 1.147176 1.111133 -0.06 0.02 0.04
C -3.117186 0.133361 -0.005383 0.07 -0.11 -0.06
N -2.031629 -0.810603 0.276868 -0.10 0.08 -0.02
C -1.858092 -1.870812 -0.593035 -0.01 -0.07 -0.02
C -0.752003 -2.690973 -0.372959 -0.08 -0.04 -0.11
F 0.045578 -2.334932 0.705935 -0.03 0.05 -0.03
C -0.404091 -3.778486 -1.133944 0.03 0.02 0.06
F 0.681729 -4.480151 -0.808175 0.00 0.00 0.00
C -1.182322 -4.125015 -2.219580 -0.01 0.01 -0.01
C -2.286298 -3.337251 -2.476570 0.00 -0.01 -0.01
F -3.066242 -3.626567 -3.517092 0.00 0.01 0.01
C -2.634020 -2.243229 -1.697065 0.09 -0.03 0.04
F -3.729578 -1.551555 -2.048912 0.00 0.00 0.01
H -1.273875 3.321112 4.486607 0.00 0.01 -0.01
H -0.070803 3.278629 3.200524 -0.01 0.02 -0.01
H -0.591451 1.785833 3.979609 -0.02 -0.01 -0.01
H -2.393956 3.622105 2.282571 0.00 0.00 0.00
H -2.944782 2.225028 3.170436 0.03 -0.01 0.02
H -2.407244 3.188969 0.011423 0.00 0.01 0.02
H -1.350732 1.928715 -0.606677 0.01 0.01 0.00
H -0.362320 4.188791 1.219608 -0.02 0.02 0.00
H -0.361024 4.211116 -0.532167 -0.01 0.00 -0.01
H 0.636261 3.045642 0.312402 -0.02 0.01 -0.01
H -3.887452 1.946346 0.861542 0.00 -0.01 -0.02
H -3.550893 0.666258 2.013644 0.00 -0.03 -0.01
H -2.973449 0.615892 -0.975503 -0.01 -0.01 0.00
H -4.088276 -0.364583 -0.044069 0.00 0.00 0.01
H -0.938908 -4.971417 -2.843883 0.00 0.00 0.00
C -2.630870 -3.999490 3.610746 -0.03 -0.01 0.03
C -1.784556 -3.102831 2.718990 0.05 0.02 -0.05
N -1.379520 -1.775420 3.258623 -0.01 -0.03 0.02
C -2.542000 -0.996789 3.751374 0.01 0.04 -0.04
C -3.011478 -1.208783 5.187675 0.00 -0.01 0.03
C -0.337336 -1.916041 4.299387 0.02 0.03 0.03
C 1.032137 -1.983893 3.664027 0.06 -0.05 -0.02
N 1.145222 -0.793366 2.824075 -0.02 -0.14 -0.12
C 2.374698 -0.171209 2.697634 -0.06 -0.01 -0.01
C 2.340953 1.141328 2.245955 0.18 -0.06 0.03
F 1.067262 1.609118 1.949475 0.03 -0.01 0.03
C 3.439622 1.931934 2.034118 -0.07 0.04 -0.01
F 3.275580 3.177272 1.582030 0.00 -0.01 -0.01
C 4.693825 1.418455 2.292088 0.04 -0.02 0.01
C 4.772029 0.109751 2.732058 -0.01 -0.01 0.00
F 5.968172 -0.427777 2.964605 -0.02 -0.01 0.00
C 3.652197 -0.686285 2.926487 0.00 0.11 -0.04
F 3.821586 -1.964816 3.290278 -0.01 0.01 0.02
H -2.732621 -4.967800 3.120706 0.01 0.00 -0.01
H -3.636818 -3.607687 3.755575 0.00 0.01 0.00
H -2.181727 -4.177810 4.587801 0.01 0.00 0.00
H -2.324891 -2.915060 1.790287 0.00 0.00 0.01
H -0.864140 -3.623688 2.456918 -0.02 -0.01 0.01
H -3.361135 -1.187366 3.055722 0.00 0.00 0.01
H -2.282084 0.069275 3.660200 -0.01 -0.01 0.00
H -3.286562 -2.238489 5.394716 0.00 -0.01 0.00
H -3.893369 -0.589543 5.355896 -0.01 0.00 -0.01
H -2.261540 -0.903258 5.915359 0.01 0.00 -0.01
H -0.533876 -2.773822 4.947056 0.01 -0.01 -0.02
H -0.357751 -1.020680 4.922467 0.00 0.00 -0.01
H 1.171674 -2.903641 3.085445 -0.02 0.01 0.03
H 1.779977 -1.996375 4.457056 0.01 0.04 -0.02
H 5.585822 2.007764 2.140827 0.00 0.00 0.00
C 2.537385 2.751736 -6.683375 0.03 0.02 -0.01
C 2.002922 1.348230 -6.368890 -0.01 0.00 0.00
C 0.580685 1.242187 -6.918329 -0.03 0.00 0.00
C 2.870121 0.299308 -7.078062 0.02 0.00 -0.02
C 2.056049 1.110983 -4.858837 0.02 0.00 -0.02
C 3.293741 1.168078 -4.202236 0.01 0.02 -0.04
C 3.439933 0.956378 -2.837954 -0.07 -0.01 0.04
C 2.286735 0.682992 -2.134328 0.04 0.01 -0.01
O 2.122287 0.424921 -0.784405 0.02 0.01 -0.12
B 0.761569 0.197918 -0.605466 -0.07 -0.01 0.34
O 0.086255 0.327167 -1.825937 0.15 -0.02 0.04
C 1.062798 0.625829 -2.761985 -0.05 -0.03 -0.01
C 0.908685 0.832367 -4.116539 0.03 -0.01 0.05
H 2.505662 2.934537 -7.759062 -0.01 -0.01 0.00
H 3.570595 2.872900 -6.356884 0.00 0.00 0.00
H 1.935992 3.517948 -6.190817 -0.01 -0.01 0.01
H 0.594171 1.415990 -7.994748 0.01 0.00 -0.01
H -0.084099 1.986132 -6.474670 0.01 0.01 0.01
H 0.153940 0.251341 -6.750402 0.00 0.00 0.00
H 2.835123 0.455198 -8.157836 0.00 0.00 0.00
H 2.513163 -0.710272 -6.867405 -0.01 0.00 0.01
H 3.913493 0.358318 -6.767670 0.00 0.01 0.01
H 4.182601 1.383909 -4.780018 0.00 0.00 0.00
H 4.405674 0.999796 -2.354177 0.01 0.00 0.01
H -0.070168 0.771650 -4.568509 -0.01 0.00 0.00
```
Forces are in eV/Å.